DFT (ωB97M-V/def2-TZVPD) results for a structure of composition C5H7NO.

Geometry as ORCA input:
```
! wB97M-V def2-TZVPD RIJCOSX def2/J DEFGRID3
* xyz 0 1
C 0.60 0.41 -1.23
C 0.63 -0.96 -0.53
O 1.45 -0.98 0.63
C 0.55 -0.24 1.57
C 0.50 1.13 1.18
N -0.16 0.89 -0.01
C -0.52 -0.44 0.35
H 1.52 0.96 -1.41
H -0.06 0.42 -2.10
H 0.67 -1.90 -1.09
H 0.61 -0.66 2.57
H -3.51 -0.35 -1.00
H 0.60 2.10 1.66
H -2.88 -0.38 -0.59
*
```

Values from the calculation:
HOMO-LUMO gap (spin up / spin down) (Ha): 0.2810 / 0.2867
ΔE to the lowest compared entry with this formula, charge and spin (kJ/mol): 759.7

DFT (ωB97M-V/def2-TZVPD) results for a cluster of 2 separate species, C4H9NO in total.

Geometry as ORCA input:
```
! wB97M-V def2-TZVPD RIJCOSX def2/J DEFGRID3
* xyz 0 1
C -1.94 -1.27 -0.29
C -0.54 -0.97 -0.76
C -0.19 0.31 -1.04
C 1.16 0.90 0.69
O 1.29 -0.27 1.25
N 2.04 1.81 1.09
H -2.06 -2.22 0.25
H -2.62 -1.30 -1.15
H -2.31 -0.47 0.37
H 0.60 -0.83 0.76
H 0.08 -1.78 -1.15
H 0.66 0.59 -1.65
H -0.89 1.12 -0.83
H 2.78 1.65 1.77
H 1.95 2.73 0.69
*
```

Values from the calculation:
HOMO-LUMO gap (Ha): 0.3086
ΔE to the lowest compared entry with this formula, charge and spin (kJ/mol): 334.3

DFT (ωB97M-V/def2-TZVPD) results for a cluster of 14 separate species, C56H90Cl8N7O4 in total.

Geometry as ORCA input:
```
! wB97M-V def2-TZVPD RIJCOSX def2/J DEFGRID3
* xyz -1 1
C -10.86 -7.44 -5.18
C -10.61 -8.86 -4.73
C -10.83 -10.06 -5.69
C -10.21 -11.35 -5.09
N -11.09 -12.61 -5.50
C -11.64 -12.61 -6.94
C -12.75 -13.67 -6.92
C -13.27 -13.62 -5.44
C -12.42 -12.63 -4.73
C -10.28 -13.88 -5.20
H -11.74 -7.28 -5.81
H -10.00 -6.93 -5.62
H -11.08 -6.84 -4.30
H -11.07 -9.14 -3.77
H -9.54 -8.93 -4.53
H -10.71 -9.84 -6.75
H -11.92 -10.21 -5.66
H -10.32 -11.40 -4.01
H -9.22 -11.64 -5.46
H -10.90 -12.97 -7.64
H -12.02 -11.64 -7.26
H -12.44 -14.70 -7.11
H -13.61 -13.50 -7.56
H -13.21 -14.58 -4.95
H -14.28 -13.22 -5.48
H -12.23 -13.14 -3.78
H -12.85 -11.66 -4.51
H -9.78 -13.61 -4.27
H -9.58 -14.00 -6.02
H -10.66 -14.89 -5.00
C -13.18 -16.22 -3.63
O -12.39 -15.08 -3.37
H -12.56 -16.96 -4.17
H -13.53 -16.71 -2.71
H -13.97 -15.92 -4.34
O -8.26 -12.63 -2.07
H -8.62 -12.47 -2.95
Cl -9.82 -15.35 -8.66
C -8.22 -16.11 -8.37
C -7.88 -17.23 -9.32
Cl -6.19 -17.75 -9.20
H -8.14 -16.39 -7.32
H -7.51 -15.28 -8.35
H -8.03 -16.79 -10.31
H -8.52 -18.10 -9.21
Cl -7.96 -7.83 0.00
C -6.97 -8.91 -0.94
C -7.49 -9.22 -2.35
Cl -7.20 -7.92 -3.51
H -6.87 -9.83 -0.38
H -5.98 -8.45 -1.01
H -8.56 -9.40 -2.38
H -7.05 -10.11 -2.78
Cl -6.51 -9.96 -12.40
C -7.30 -10.92 -11.09
C -8.80 -10.81 -11.20
Cl -9.74 -11.41 -9.79
H -6.96 -10.43 -10.18
H -7.02 -11.97 -11.09
H -9.04 -11.38 -12.10
H -9.06 -9.78 -11.40
Cl -13.27 -1.24 -7.42
C -13.33 -2.95 -7.86
C -12.63 -3.81 -6.80
Cl -13.63 -3.91 -5.32
H -12.61 -3.00 -8.69
H -14.24 -3.23 -8.39
H -11.63 -3.41 -6.63
H -12.53 -4.85 -7.13
C -19.67 -11.81 -5.51
C -18.98 -11.86 -4.12
C -17.82 -10.88 -4.04
C -16.70 -10.99 -4.96
N -15.90 -11.02 -5.79
H -19.94 -10.78 -5.73
H -20.56 -12.44 -5.48
H -19.13 -12.25 -6.35
H -18.60 -12.83 -3.77
H -19.71 -11.63 -3.34
H -17.41 -10.95 -3.02
H -18.18 -9.85 -4.11
C -10.70 -4.43 -3.02
C -9.66 -5.20 -2.28
C -8.19 -4.72 -2.24
C -7.58 -4.29 -3.48
N -7.15 -3.91 -4.47
H -11.73 -4.45 -2.63
H -10.80 -4.71 -4.07
H -10.48 -3.36 -3.03
H -9.79 -6.28 -2.36
H -9.95 -5.00 -1.24
H -7.71 -5.62 -1.84
H -8.01 -3.96 -1.48
C -16.18 -14.19 -2.17
C -15.13 -13.11 -2.46
C -13.96 -13.04 -1.46
C -13.04 -11.89 -1.60
N -12.35 -10.98 -1.61
H -16.73 -14.44 -3.08
H -16.81 -13.84 -1.35
H -15.75 -15.11 -1.77
H -15.59 -12.11 -2.46
H -14.82 -13.09 -3.51
H -13.39 -13.93 -1.76
H -14.28 -13.15 -0.43
C -16.57 -6.15 -5.41
C -16.90 -5.85 -3.90
C -15.66 -5.88 -3.02
C -14.50 -6.80 -3.29
N -13.63 -7.53 -3.47
H -15.89 -6.96 -5.68
H -16.18 -5.24 -5.86
H -17.49 -6.22 -6.00
H -17.72 -6.53 -3.63
H -17.24 -4.82 -3.82
H -15.85 -6.12 -1.97
H -15.29 -4.87 -2.83
C -4.67 -14.17 -5.89
C -4.26 -13.06 -4.96
C -5.34 -12.07 -4.53
C -6.08 -11.63 -5.74
N -6.65 -11.33 -6.69
H -3.76 -14.73 -6.09
H -5.16 -13.77 -6.78
H -5.45 -14.83 -5.51
H -3.52 -12.47 -5.51
H -3.70 -13.44 -4.10
H -5.04 -11.19 -3.97
H -6.04 -12.54 -3.83
C -11.13 -18.19 -6.54
C -10.84 -19.62 -6.18
C -10.92 -19.82 -4.67
C -12.33 -19.74 -4.16
N -13.40 -19.75 -3.74
H -10.49 -17.46 -6.03
H -12.19 -18.06 -6.31
H -11.10 -18.04 -7.62
H -9.86 -19.92 -6.54
H -11.55 -20.26 -6.71
H -10.30 -19.06 -4.19
H -10.52 -20.80 -4.40
C -15.88 -12.85 -11.28
C -17.17 -12.56 -11.64
C -18.24 -13.12 -10.90
C -18.00 -13.98 -9.84
C -16.65 -14.22 -9.45
C -15.62 -13.73 -10.23
C -16.28 -15.20 -8.37
O -15.13 -15.49 -8.13
C -17.38 -15.55 -7.45
C -17.17 -16.20 -6.20
C -18.17 -16.25 -5.23
C -19.46 -15.93 -5.60
C -19.70 -15.41 -6.85
C -18.71 -15.15 -7.77
C -19.13 -14.51 -9.06
O -20.30 -14.38 -9.39
H -15.00 -12.36 -11.66
H -17.34 -11.72 -12.30
H -19.21 -12.78 -11.22
H -14.61 -13.81 -9.84
H -16.19 -16.58 -5.95
H -17.81 -16.42 -4.23
H -20.23 -15.99 -4.83
H -20.74 -15.13 -6.98
*
```

Values from the calculation:
HOMO-LUMO gap (Ha): 0.1378

DFT (ωB97M-V/def2-TZVPD) results for a structure of composition ClHNP.

Geometry as ORCA input:
```
! wB97M-V def2-TZVPD RIJCOSX def2/J DEFGRID3
* xyz 0 1
N -0.27 0.56 -0.22
P 0.53 -0.76 0.00
Cl -2.01 0.12 -0.03
H 1.75 0.07 0.25
*
```

Values from the calculation:
HOMO-LUMO gap (Ha): 0.3357
ΔE to the lowest compared entry with this formula, charge and spin (kJ/mol): 197.9

DFT (ωB97M-V/def2-TZVPD) results for a cluster of 2 separate species, C3Br2NOS2 in total.

Geometry as ORCA input:
```
! wB97M-V def2-TZVPD RIJCOSX def2/J DEFGRID3
* xyz -1 3
C -1.57 0.68 -0.38
C 0.42 0.52 1.53
C 0.02 -1.20 -0.33
N -0.95 -0.32 -0.47
O -2.24 1.62 -0.31
S 0.20 -2.59 -1.17
S 1.33 -0.74 0.77
Br 1.35 1.29 3.07
Br 1.45 0.73 -2.72
*
```

Values from the calculation:
HOMO-LUMO gap (spin up / spin down) (Ha): 0.2319 / 0.1533
<S²>: 2.02

DFT (ωB97M-V/def2-TZVPD) results for an isolated molecule of C2H2N4O2.

Geometry as ORCA input:
```
! wB97M-V def2-TZVPD RIJCOSX def2/J DEFGRID3
* xyz 0 1
O 2.72 0.30 0.26
N 1.80 -0.80 -0.19
C 0.54 -0.48 0.01
N 0.36 1.08 -0.11
N -0.82 1.49 -0.29
N -1.92 0.54 0.20
C -1.71 -0.62 0.22
O -0.56 -1.41 -0.25
H 2.08 1.17 -0.13
H -2.50 -1.28 0.27
*
```

Values from the calculation:
HOMO-LUMO gap (Ha): 0.3263
ΔE to the lowest compared entry with this formula, charge and spin (kJ/mol): 798.4
SMILES string: O/N=c1\nnnco1

DFT (ωB97M-V/def2-TZVPD) results for a cluster of 7 separate species, C5H27N2O6 in total.

Geometry as ORCA input:
```
! wB97M-V def2-TZVPD RIJCOSX def2/J DEFGRID3
* xyz 1 1
C 1.43 0.86 1.83
N 2.25 0.41 0.71
C 3.63 -0.02 0.82
C 0.00 0.78 1.39
N -0.30 -0.62 0.82
C -2.42 1.47 1.95
C -1.05 1.04 2.46
H 1.81 0.36 2.74
H 1.64 1.96 2.02
H 2.24 0.85 -0.20
H 4.34 0.67 1.25
H 3.96 -0.54 -0.07
H 3.74 -0.84 1.55
H -0.09 1.41 0.49
H -0.97 -1.10 1.43
H 0.57 -1.15 0.81
H -0.64 -0.52 -0.16
H -2.89 2.01 2.80
H -3.13 0.69 1.69
H -2.16 2.20 1.18
H -0.56 1.76 3.16
H -0.93 0.13 3.10
H 0.56 -3.55 -0.61
H -0.36 -4.75 -1.13
O -0.11 -3.83 -1.24
H -1.18 1.58 -5.07
H -1.02 1.64 -3.50
O -1.59 1.85 -4.24
H 3.51 1.07 -2.61
H 3.63 2.26 -3.43
O 2.97 1.57 -3.24
H 0.73 0.28 -2.45
H -0.66 -0.21 -1.82
O 0.09 0.44 -1.75
H -1.63 -2.13 -2.35
H -2.71 -1.06 -1.74
O -1.78 -1.36 -1.79
H -3.04 -1.67 1.35
H -4.31 -2.23 1.73
O -3.59 -1.71 2.14
*
```

Values from the calculation:
HOMO-LUMO gap (Ha): 0.3403
ΔE to the lowest compared entry with this formula, charge and spin (kJ/mol): 245.6

DFT (ωB97M-V/def2-TZVPD) results for a cluster of 3 separate species, C3H12N2O in total.

Geometry as ORCA input:
```
! wB97M-V def2-TZVPD RIJCOSX def2/J DEFGRID3
* xyz -1 2
C 0.83 -2.38 0.36
C 0.61 -2.20 1.68
N 1.96 2.39 -1.47
H 0.19 -2.09 -0.53
H -1.11 2.13 -0.45
H 1.71 -2.97 0.04
H -0.32 -1.80 2.18
H 1.35 -2.62 2.25
H 2.83 2.27 -1.86
H 1.28 1.85 -2.05
H 1.99 2.39 -0.46
N -1.11 0.25 0.74
C -1.94 0.41 -0.45
O -1.89 1.74 -0.94
H -0.14 0.50 0.83
H -1.73 0.31 1.61
H -1.45 -0.36 -1.14
H -3.06 0.19 -0.34
*
```

Values from the calculation:
HOMO-LUMO gap (spin up / spin down) (Ha): 0.1104 / 0.3490
ΔE to the lowest compared entry with this formula, charge and spin (kJ/mol): 220.1
<S²>: 0.75

What did the first record say?
DFT (ωB97M-V/def2-TZVPD) results for a structure of composition C5H7NO.

Geometry as ORCA input:
```
! wB97M-V def2-TZVPD RIJCOSX def2/J DEFGRID3
* xyz 0 1
C 0.60 0.41 -1.23
C 0.63 -0.96 -0.53
O 1.45 -0.98 0.63
C 0.55 -0.24 1.57
C 0.50 1.13 1.18
N -0.16 0.89 -0.01
C -0.52 -0.44 0.35
H 1.52 0.96 -1.41
H -0.06 0.42 -2.10
H 0.67 -1.90 -1.09
H 0.61 -0.66 2.57
H -3.51 -0.35 -1.00
H 0.60 2.10 1.66
H -2.88 -0.38 -0.59
*
```

Values from the calculation:
HOMO-LUMO gap (spin up / spin down) (Ha): 0.2810 / 0.2867
ΔE to the lowest compared entry with this formula, charge and spin (kJ/mol): 759.7